1.
12
Properties=species:S:1:pos:R:3:forces:R:3:mulliken_charge:R:1 method="wB97M-V/def2-TZVPD" homo_lumo_gap_ev=8.59 lumo_energy_ha=-0.033 total_energy_ev=-6758.46398 relative_energy_kj_mol=413.6
O 0.450056 0.854878 -1.293111 0.61 -0.89 0.18 -0.4985
N 0.995588 -0.797799 0.370757 3.11 -0.14 -1.72 -0.3464
C 2.173141 -0.193742 0.413523 -0.98 -1.16 2.67 -0.3391
C 0.713531 -0.273813 -0.942607 -2.40 1.69 -0.68 0.2265
C -2.085539 0.287649 0.387801 -0.33 -0.24 -0.02 -0.8932
H -1.722902 0.728825 -0.530724 -0.02 -0.14 -0.16 0.1926
H 0.718647 -1.120978 -1.659664 -0.03 0.19 0.26 0.3682
H 2.255534 0.868379 0.675605 0.07 0.34 -1.64 0.2818
H 3.089943 -0.785027 0.489697 0.02 -0.05 0.78 0.2609
H -2.056212 1.073096 1.133377 -0.28 0.03 0.25 0.2364
H -1.437576 -0.521885 0.718288 0.01 0.04 -0.09 0.2213
H -3.094210 -0.119578 0.237062 0.22 0.31 0.17 0.2894

=====

2.
12
Properties=species:S:1:pos:R:3:forces:R:3:mulliken_charge:R:1 method="wB97M-V/def2-TZVPD" homo_lumo_gap_ev=10.65 smiles="CC=O.C=N" lumo_energy_ha=0.042 total_energy_ev=-6760.87343 relative_energy_kj_mol=181.1
O 0.425535 -1.384592 -1.108866 0.19 0.46 0.04 -0.5182
N -1.258686 0.652189 0.541681 -0.38 -0.17 0.04 -0.4025
C 0.854463 -0.264419 -0.939545 0.00 -0.24 -0.05 0.2310
C -2.090419 -0.270372 0.285899 0.16 0.10 0.00 -0.2826
C 1.825177 0.118829 0.141813 -0.01 -0.08 0.06 -0.9145
H 0.570360 0.556909 -1.628457 0.01 -0.12 0.04 0.3331
H 2.815889 0.279141 -0.299922 -0.12 -0.02 0.00 0.3285
H 1.503674 1.053081 0.607517 0.05 -0.10 -0.07 0.2778
H -1.647608 1.327173 1.202545 0.00 -0.04 -0.06 0.2252
H -1.788384 -1.060020 -0.405449 -0.05 0.08 0.09 0.2246
H -3.096689 -0.332702 0.714995 0.13 0.05 -0.01 0.2491
H 1.886692 -0.675220 0.887787 0.02 0.08 -0.07 0.2484

=====

3.
12
Properties=species:S:1:pos:R:3:forces:R:3:mulliken_charge:R:1 method="wB97M-V/def2-TZVPD" homo_lumo_gap_ev=9.39 smiles=C[C@H]1[NH2+][C@H]1[O-] lumo_energy_ha=0.026 total_energy_ev=-6759.20087 relative_energy_kj_mol=342.5
O 0.296825 -1.936289 0.624738 1.95 0.64 -0.01 -0.6166
N 1.491567 0.474888 -0.270252 -2.09 1.77 1.06 -0.5126
C 0.594484 -1.122235 -0.262543 -4.51 -2.40 -1.38 0.1132
C -0.248741 0.104926 -0.401694 2.75 -0.46 -0.56 0.0779
C -1.261443 0.350601 0.676968 0.54 1.01 0.00 -1.0638
H 1.551539 1.122704 0.510638 -0.11 -0.47 0.58 0.2362
H -1.993860 -0.458824 0.694757 0.24 -0.16 -0.28 0.2849
H -0.617866 0.252251 -1.421059 0.49 0.37 0.21 0.3222
H -1.796851 1.286299 0.490958 0.09 -0.06 0.25 0.3311
H -0.792119 0.346905 1.654894 -0.03 0.11 0.17 0.3064
H 1.915155 1.036788 -0.996777 -0.33 -0.37 -0.91 0.2296
H 0.861310 -1.458016 -1.300627 1.02 0.04 0.88 0.2915

=====

4.
12
Properties=species:S:1:pos:R:3:forces:R:3:mulliken_charge:R:1 method="wB97M-V/def2-TZVPD" homo_lumo_gap_ev=8.66 lumo_energy_ha=0.024 total_energy_ev=-6757.59767 relative_energy_kj_mol=497.2
O -0.257661 1.919594 -0.015183 -0.07 2.25 0.16 -0.4211
N 0.441724 1.095982 -1.092455 -0.02 -0.52 0.24 -0.7243
C -1.324389 -0.323749 -0.069224 -0.81 0.33 0.62 -1.2322
C 1.171746 -0.763430 0.239484 0.21 -0.51 0.16 -1.0874
C 0.083078 0.140708 -0.251322 1.35 -1.40 -1.29 1.1550
H -1.422855 -1.361082 -0.407626 0.35 0.06 0.01 0.3558
H 0.873317 -1.391131 1.085559 0.00 0.07 -0.16 0.3196
H -2.024618 0.273269 -0.654158 0.18 0.08 0.09 0.3786
H 0.585167 2.322274 0.286717 -0.92 -0.25 0.14 0.3589
H 2.064815 -0.183811 0.493174 -0.25 -0.11 -0.03 0.3206
H -1.638011 -0.303179 0.978333 0.02 -0.07 -0.02 0.2817
H 1.447692 -1.425446 -0.593304 -0.04 0.06 0.09 0.2947

=====

5.
12
Properties=species:S:1:pos:R:3:forces:R:3:mulliken_charge:R:1 method="wB97M-V/def2-TZVPD" homo_lumo_gap_ev=9.25 smiles="C=CN.C=O" lumo_energy_ha=0.032 total_energy_ev=-6760.25065 relative_energy_kj_mol=241.2
O 0.040603 -1.583031 3.439099 0.25 0.42 -0.56 -0.3669
N -0.722681 0.517700 -1.641112 0.51 -0.99 -0.50 -0.4870
C 1.386378 1.407455 -2.426872 0.07 0.09 0.19 -0.7940
C -0.672246 -2.243074 4.127859 -0.04 -0.41 0.52 -0.0603
C 0.056363 1.381419 -2.406091 -0.05 1.22 0.43 0.0707
H 1.919565 2.090619 -3.070590 -0.07 -0.02 -0.12 0.2383
H -0.477833 2.146477 -2.965879 -0.16 -0.29 -0.12 0.3156
H 1.980732 0.858799 -1.705945 -0.03 -0.33 -0.19 0.2283
H -1.355212 0.837307 -0.926915 0.07 0.33 -0.16 0.2106
H -1.645292 -2.633821 3.787230 -0.08 0.05 -0.07 0.2140
H -0.149709 -0.266123 -1.362190 -0.33 -0.01 0.48 0.2186
H -0.360667 -2.513727 5.151405 -0.13 -0.06 0.10 0.2121

=====

6.
12
Properties=species:S:1:pos:R:3:forces:R:3:mulliken_charge:R:1 method="wB97M-V/def2-TZVPD" homo_lumo_gap_ev=10.49 smiles=OC1CNC1 lumo_energy_ha=0.037 total_energy_ev=-6759.82015 relative_energy_kj_mol=282.7
O 1.155847 -1.124058 0.547940 -0.52 1.06 -2.57 -0.5760
N -0.288922 0.560474 -1.112208 -1.50 -0.99 -0.72 -0.4987
C 0.060289 -0.276788 0.731543 -0.90 0.05 2.63 -0.1585
C -1.100346 -0.398487 -0.256773 -1.47 1.33 0.22 -0.3992
C 0.241972 1.116919 0.123432 0.47 2.96 0.29 -0.4450
H -0.352441 1.990183 0.634836 0.32 -1.82 -0.77 0.2415
H -0.790691 1.113960 -1.819723 0.37 -0.10 0.73 0.2325
H 1.229880 1.609724 -0.012801 -0.17 -0.88 0.27 0.2560
H -1.904839 0.271149 0.318170 0.86 -1.75 -1.41 0.2396
H 1.175126 -0.847665 -0.421337 1.41 -1.47 0.85 0.4261
H -0.267924 -0.332647 1.771488 0.26 0.08 0.02 0.3985
H -1.524909 -1.385421 -0.657905 0.86 1.53 0.45 0.2831

=====

7.
12
Properties=species:S:1:pos:R:3:forces:R:3:mulliken_charge:R:1 method="wB97M-V/def2-TZVPD" homo_lumo_gap_ev=9.16 smiles=C[NH2+][O-].C#C lumo_energy_ha=0.027 total_energy_ev=-6756.41791 relative_energy_kj_mol=611.0
O 0.116576 0.849366 1.426707 -0.78 1.10 0.08 -0.6278
N -0.011661 -0.232794 0.676580 2.45 -3.06 1.16 -0.0474
C 1.063570 2.223597 -0.514889 1.57 -1.88 -2.13 -0.3375
C 1.835218 1.410864 -1.015084 -0.82 1.18 1.27 -0.4385
C -1.143730 -0.392342 -0.200942 -3.57 0.34 -1.39 -0.7533
H 0.891730 -0.433095 0.091608 -1.45 0.53 0.86 0.2138
H 0.278351 2.927383 -0.525334 -0.23 0.42 0.65 0.3622
H -0.082708 -1.049194 1.374108 0.37 0.83 -1.39 0.3225
H -1.110504 -1.332704 -0.856996 0.38 1.35 1.02 0.3067
H -2.092734 -0.458680 0.428915 1.34 -0.03 -0.60 0.3135
H -1.347084 0.524034 -0.837759 0.84 -1.09 0.67 0.2707
H 2.549394 0.623406 -1.157128 -0.08 0.33 -0.20 0.4150

=====

8.
12
Properties=species:S:1:pos:R:3:forces:R:3:mulliken_charge:R:1 method="wB97M-V/def2-TZVPD" homo_lumo_gap_ev=10.14 smiles="CN(C)C=O" lumo_energy_ha=0.030 total_energy_ev=-6761.58927 relative_energy_kj_mol=112.0
O -2.378638 -0.260748 -0.068241 0.32 -0.42 0.43 -0.5553
N -0.104731 -0.042947 0.088586 -1.20 -1.93 -0.20 0.0736
C -1.284396 -0.768421 0.076825 0.44 0.24 -0.72 0.0627
C 1.107042 -0.831067 -0.035540 1.48 0.53 0.31 -0.8729
C -0.173213 1.392407 0.011150 0.64 0.86 1.71 -0.8296
H -1.109584 -1.902529 0.116955 -0.20 1.26 0.11 0.3066
H 1.321188 -1.315218 -1.035292 -0.86 0.14 1.03 0.2751
H -0.485402 1.850770 1.037970 0.36 -0.70 -1.93 0.2371
H 0.802252 1.808625 -0.266394 0.00 -0.27 0.34 0.3374
H 1.188500 -1.538293 0.843756 0.11 0.57 -1.25 0.3417
H -0.812596 1.700639 -0.785284 -0.93 0.24 -0.25 0.3179
H 1.929582 -0.093216 0.015509 -0.15 -0.52 0.40 0.3058

=====

9.
12
Properties=species:S:1:pos:R:3:forces:R:3:mulliken_charge:R:1 method="wB97M-V/def2-TZVPD" homo_lumo_gap_ev=10.43 smiles="C/C=N/OC" lumo_energy_ha=0.034 total_energy_ev=-6758.21953 relative_energy_kj_mol=437.2
O 1.414450 -0.995646 -0.136181 -0.12 -1.00 0.77 -0.2003
N 0.047145 -1.067616 0.028570 1.16 0.64 -1.03 -0.3670
C -0.552472 0.025910 -0.155105 -3.49 -1.77 0.54 0.0585
C 1.987045 0.247860 0.048122 2.12 0.12 -2.26 -0.7979
C -2.058784 -0.168802 0.008640 -1.20 -0.97 0.93 -0.7317
H 1.691666 0.827026 0.860508 -1.01 0.53 1.92 0.3916
H 1.870150 0.929858 -0.830049 0.24 -0.58 0.24 0.2930
H -0.277944 1.029066 -0.310675 1.21 0.88 -0.30 0.3656
H -2.636353 0.768885 -0.497981 1.03 -2.52 1.58 0.2828
H 3.036397 -0.031881 0.194002 -0.02 0.57 -0.23 0.2775
H -2.387702 -1.293930 -0.471175 0.77 3.53 1.40 0.2352
H -2.133596 -0.270728 1.261323 -0.68 0.57 -3.55 0.1926

=====

10.
12
Properties=species:S:1:pos:R:3:forces:R:3:mulliken_charge:R:1 method="wB97M-V/def2-TZVPD" homo_lumo_gap_ev=7.63 lumo_energy_ha=0.018 total_energy_ev=-6759.03763 relative_energy_kj_mol=358.2
O -0.072161 1.785288 -0.602627 0.04 -0.46 0.37 -0.5086
N 1.033503 -0.075170 0.198561 0.19 0.09 0.18 -0.2125
C 1.220850 -1.112309 -0.981338 -0.18 0.19 -0.11 -0.7717
C -0.152230 0.764394 0.026255 -0.14 0.31 -0.25 0.4907
C -1.411376 0.227649 0.663574 -0.04 0.01 0.03 -0.8845
H 1.014536 -0.601097 1.069415 -0.03 0.06 -0.11 0.3344
H 1.539722 -0.442645 -1.794009 -0.11 -0.10 0.03 0.1911
H 0.180588 -1.394529 -1.223000 0.13 -0.07 0.10 0.1310
H -1.933985 1.070409 1.123873 0.07 -0.13 -0.10 0.3154
H -1.212247 -0.536287 1.420557 -0.01 0.10 -0.15 0.3280
H -2.070498 -0.202152 -0.095189 0.14 0.07 0.04 0.2562
H 1.863299 0.516449 0.193925 -0.07 -0.08 -0.04 0.3304